The following is a quantum chemistry calculation of 7 unconnected molecules or ions with the total composition C57H48N8O17 at a distorted geometry, from the OMol25 dataset.

E_HOMO (hartree): -0.3291
Strongest force on any atom (eV/Å): 1.05
Molecular weight (g/mol): 1117.05
2S+1: 1
SMILES string: CC(=O)N(C(C)=O)c1cccc2c1C(=O)c1cccc(CCC(N)=O)c1C2=O.O=[N+]([O-])c1ccccc1.O=[N+]([O-])c1ccccc1.O=[N+]([O-])c1ccccc1.O=[N+]([O-])c1ccccc1.O=[N+]([O-])c1ccccc1.O=[N+]([O-])c1ccccc1
LUMO energy (eV): -0.83
E (Ha): -3917.49751

Atoms and positions in Å:
C (-1.306, 2.574, 2.102)
C (-0.642, 1.600, 3.046)
O (-1.259, 1.132, 3.952)
N (0.757, 1.268, 2.810)
C (0.837, 0.875, 1.419)
C (0.287, -0.485, 1.104)
O (1.338, 1.566, 0.575)
C (1.640, 2.336, 3.148)
C (1.201, 3.534, 3.701)
C (2.089, 4.546, 4.046)
C (3.447, 4.417, 3.818)
C (3.892, 3.224, 3.265)
C (3.016, 2.190, 2.952)
C (3.651, 0.947, 2.401)
O (3.280, -0.165, 2.686)
C (4.797, 1.200, 1.476)
C (4.971, 0.397, 0.364)
C (6.070, 0.648, -0.453)
C (6.928, 1.684, -0.149)
C (6.755, 2.519, 0.949)
C (7.720, 3.647, 1.206)
C (8.031, 4.478, -0.036)
C (7.267, 5.784, -0.056)
N (7.461, 6.577, -1.176)
O (6.553, 6.153, 0.851)
C (5.668, 2.254, 1.783)
C (5.350, 3.046, 3.000)
O (6.184, 3.518, 3.734)
H (-1.778, 2.055, 1.271)
H (-2.001, 3.209, 2.636)
H (-0.551, 3.222, 1.661)
H (0.908, -0.897, 0.320)
H (-0.719, -0.392, 0.698)
H (0.314, -1.140, 1.966)
H (0.157, 3.713, 3.910)
H (1.724, 5.454, 4.500)
H (4.124, 5.216, 4.068)
H (4.281, -0.397, 0.135)
H (6.234, 0.014, -1.315)
H (7.785, 1.853, -0.787)
H (7.415, 4.300, 2.008)
H (8.660, 3.176, 1.498)
H (9.090, 4.731, -0.094)
H (7.809, 3.943, -0.956)
H (8.023, 6.107, -1.865)
H (6.584, 6.835, -1.598)
O (-0.492, -1.197, -1.915)
N (-0.531, -2.362, -1.566)
O (0.346, -2.922, -0.939)
C (-1.716, -3.153, -1.927)
C (-2.725, -2.559, -2.664)
C (-3.828, -3.317, -3.025)
C (-3.906, -4.653, -2.644)
C (-2.888, -5.232, -1.897)
C (-1.783, -4.478, -1.532)
H (-2.657, -1.522, -2.958)
H (-4.629, -2.871, -3.605)
H (-4.764, -5.245, -2.933)
H (-2.953, -6.269, -1.600)
H (-0.987, -4.925, -0.954)
O (-7.768, -2.427, 5.707)
N (-6.636, -2.470, 5.266)
O (-6.251, -3.265, 4.433)
C (-5.664, -1.491, 5.770)
C (-6.057, -0.587, 6.739)
C (-5.128, 0.322, 7.219)
C (-3.829, 0.318, 6.726)
C (-3.456, -0.595, 5.748)
C (-4.378, -1.507, 5.265)
H (-7.068, -0.586, 7.118)
H (-5.417, 1.034, 7.981)
H (-3.105, 1.026, 7.104)
H (-2.446, -0.593, 5.363)
H (-4.092, -2.219, 4.505)
O (-7.256, -1.057, -5.592)
N (-6.920, -1.267, -4.447)
O (-6.478, -2.327, -4.038)
C (-7.053, -0.172, -3.475)
C (-7.582, 1.035, -3.891)
C (-7.724, 2.056, -2.966)
C (-7.333, 1.860, -1.647)
C (-6.795, 0.643, -1.251)
C (-6.652, -0.385, -2.168)
H (-7.884, 1.182, -4.917)
H (-8.141, 3.005, -3.273)
H (-7.450, 2.658, -0.926)
H (-6.490, 0.493, -0.224)
H (-6.237, -1.334, -1.863)
O (5.305, 0.358, -3.916)
N (5.418, -0.837, -3.725)
O (6.284, -1.347, -3.039)
C (4.461, -1.740, -4.382)
C (3.491, -1.211, -5.211)
C (2.613, -2.073, -5.848)
C (2.714, -3.443, -5.647)
C (3.689, -3.955, -4.801)
C (4.572, -3.101, -4.162)
H (3.415, -0.147, -5.368)
H (1.852, -1.676, -6.505)
H (2.030, -4.114, -6.150)
H (3.764, -5.022, -4.642)
H (5.334, -3.496, -3.508)
O (5.840, 7.031, -4.143)
N (5.801, 5.835, -3.928)
O (6.669, 5.224, -3.332)
C (4.633, 5.086, -4.403)
C (3.650, 5.757, -5.108)
C (2.557, 5.044, -5.571)
C (2.459, 3.681, -5.319)
C (3.452, 3.028, -4.602)
C (4.551, 3.731, -4.139)
H (3.731, 6.816, -5.298)
H (1.782, 5.552, -6.128)
H (1.605, 3.127, -5.685)
H (3.376, 1.969, -4.401)
H (5.324, 3.223, -3.581)
O (-5.341, -6.725, 0.368)
N (-4.638, -6.829, 1.355)
O (-3.423, -6.859, 1.330)
C (-5.302, -6.943, 2.662)
C (-6.683, -6.956, 2.716)
C (-7.303, -7.089, 3.947)
C (-6.541, -7.203, 5.101)
C (-5.155, -7.179, 5.029)
C (-4.526, -7.049, 3.802)
H (-7.272, -6.867, 1.816)
H (-8.382, -7.105, 4.006)
H (-7.029, -7.310, 6.061)
H (-4.563, -7.264, 5.930)
H (-3.448, -7.033, 3.740)

Forces on the atoms, in the same order (eV/Å):
0.89 0.43 -0.35
-0.73 0.18 0.18
0.16 -0.41 0.51
-0.33 0.65 -0.57
0.42 -0.64 -0.26
0.08 0.15 0.17
0.25 0.23 0.13
0.27 0.22 0.33
-0.06 0.10 0.25
0.24 -0.03 -0.04
-0.43 -0.29 0.09
-0.03 0.23 0.08
0.14 -0.19 -0.16
-0.04 0.31 -0.12
-0.22 -0.26 -0.16
-0.30 -0.02 0.29
0.54 0.25 0.01
-0.46 -0.26 0.13
0.32 0.05 -0.22
-0.35 0.16 0.40
0.76 -0.42 -0.51
-0.03 0.23 0.19
-0.13 0.59 0.13
0.29 -0.55 0.22
-0.29 -0.31 0.02
0.00 -0.17 -0.34
0.03 -0.11 -0.11
0.12 0.20 0.10
-0.24 -0.15 0.06
-0.35 -0.23 0.09
0.04 0.03 -0.15
0.04 -0.06 -0.15
-0.15 -0.05 0.06
-0.16 -0.01 0.16
-0.11 -0.11 -0.02
-0.19 0.07 -0.01
0.23 -0.02 -0.01
-0.14 -0.13 0.10
0.16 0.18 0.05
0.04 -0.02 -0.11
-0.14 0.02 0.14
0.04 -0.03 0.30
0.14 0.02 0.05
-0.07 0.00 -0.13
0.00 0.08 -0.21
-0.01 0.63 0.14
0.02 -0.05 -0.02
-0.08 -0.09 -0.05
0.09 0.06 -0.03
-0.15 -0.12 -0.03
-0.12 0.12 -0.09
0.04 -0.06 -0.02
0.04 0.04 0.01
-0.06 0.09 -0.09
0.06 -0.18 0.05
0.12 0.01 0.04
0.33 -0.15 0.16
-0.02 0.01 0.02
-0.01 0.02 0.07
0.05 0.10 0.00
0.04 0.00 0.00
-0.12 0.01 0.00
-0.01 -0.12 -0.08
0.10 0.12 0.09
-0.14 0.11 0.15
0.12 -0.02 -0.08
-0.05 -0.01 0.01
0.03 0.05 0.09
0.18 -0.07 -0.13
-0.03 -0.11 -0.07
-0.02 0.00 0.00
0.01 0.01 -0.02
0.00 0.03 -0.03
-0.11 -0.05 0.01
0.01 0.00 -0.01
0.00 -0.04 0.00
-0.34 0.12 -0.16
-0.03 0.12 0.14
-0.09 0.15 -0.14
0.05 -0.04 0.11
0.00 -0.01 -0.02
-0.04 0.11 -0.06
0.09 -0.12 0.17
0.02 -0.12 -0.03
0.00 0.00 -0.02
0.00 0.01 0.00
0.01 -0.03 0.00
-0.03 -0.04 -0.11
-0.04 -0.03 0.04
0.08 -0.11 -0.08
-0.03 0.06 -0.07
-0.11 -0.10 -0.05
-0.12 0.15 -0.10
0.01 -0.11 0.03
0.00 0.01 0.01
-0.09 0.06 -0.08
0.10 -0.18 0.09
0.11 0.03 0.05
0.00 0.02 0.01
-0.01 0.00 0.01
0.01 0.00 0.02
0.04 0.12 0.02
0.00 -0.02 0.02
-0.01 0.03 -0.01
-0.13 -0.32 -0.47
-0.16 -0.12 -0.07
-0.11 0.18 -0.11
0.01 -0.13 0.03
0.03 0.02 0.01
-0.14 0.08 -0.10
0.13 -0.18 0.11
0.11 0.01 0.05
0.00 0.02 0.00
-0.01 0.00 0.01
0.03 -0.01 0.06
0.04 0.07 -0.01
0.02 0.02 0.03
0.03 -0.03 -0.10
-0.02 0.03 0.01
-0.09 0.00 0.14
-0.19 0.00 -0.09
0.08 -0.01 0.08
0.01 0.01 0.00
-0.11 0.00 -0.02
0.19 -0.01 0.12
0.11 0.01 -0.07
-0.01 0.02 -0.02
0.00 0.01 0.00
0.02 0.01 -0.01
-0.01 0.01 -0.13

Mulliken population analysis, charges in e, atoms 1 to 8: -1.100 0.255 -0.559 0.414 0.623 -1.474 -0.594 0.673



The following is a quantum chemistry calculation of a single C4H8O5 molecule at a distorted geometry, from the OMol25 dataset.

E_HOMO (hartree): -0.3733
Strongest force on any atom (eV/Å): 3.06
Molecular weight (g/mol): 136.10
2S+1: 1
ΔE to the lowest compared entry with this formula, charge and spin (eV): 1.346
SMILES string: COC(=O)C(O)(O)OC
LUMO energy (eV): 0.77
E (Ha): -533.39618

Atoms and positions in Å:
C (-0.217, 2.753, -0.103)
O (-0.252, 1.494, 0.584)
C (-0.554, 0.444, -0.118)
O (-1.004, 0.413, -1.263)
C (-0.528, -0.914, 0.615)
O (-1.047, -0.787, 1.872)
O (-1.159, -1.803, -0.199)
O (0.907, -1.143, 0.732)
C (1.564, -1.611, -0.431)
H (-0.447, 3.511, 0.645)
H (0.779, 2.908, -0.506)
H (-0.953, 2.767, -0.907)
H (-0.953, -1.642, 2.311)
H (-1.371, -1.191, -1.073)
H (1.556, -0.859, -1.227)
H (2.589, -1.819, -0.127)
H (1.090, -2.521, -0.806)

Forces on the atoms, in the same order (eV/Å):
-0.26 0.25 -0.09
0.53 0.08 -0.02
-2.31 -0.65 -0.58
0.93 0.85 0.47
1.62 0.82 -0.74
0.09 -0.23 0.01
-0.53 1.19 -1.93
-0.86 -0.45 0.61
-0.19 -0.19 -0.07
0.07 -0.11 -0.09
0.05 0.01 -0.02
0.08 0.00 0.11
-0.01 0.04 0.01
0.64 -1.72 2.45
0.08 0.01 -0.03
-0.06 0.04 -0.10
0.13 0.05 0.00

Mulliken population analysis, charges in e, atoms 1 to 8: -0.682 -0.276 0.420 -0.650 0.881 -0.518 -0.663 -0.366



The following is a quantum chemistry calculation of 2 unconnected molecules or ions with the total composition C3HClO2S at a distorted geometry, from the OMol25 dataset.

E_HOMO (spin up / spin down) (hartree): -0.3947 / -0.3522
Strongest force on any atom (eV/Å): 2.79
Molecular weight (g/mol): 136.56
2S+1: 1
ΔE to the lowest compared entry with this formula, charge and spin (eV): 2.044
LUMO energy (spin up / spin down) (eV): -2.49 / -3.85
E (Ha): -1123.47152

Atoms and positions in Å:
C (1.618, -0.421, 0.906)
C (2.648, 0.395, 0.856)
C (0.687, -1.278, 0.898)
O (-2.286, 0.098, -0.127)
O (-0.800, 0.042, -2.007)
S (-1.018, 0.390, -0.639)
Cl (-0.674, 2.625, -0.531)
H (-0.174, -1.850, 0.645)

Forces on the atoms, in the same order (eV/Å):
-1.30 -1.51 0.24
0.26 0.22 0.05
1.28 1.65 -0.55
-2.19 -0.39 1.68
0.76 -0.07 -0.22
1.39 1.43 -1.64
-0.05 -1.02 0.14
-0.15 -0.31 0.31

List of Mulliken charges in e, atom by atom: 0.265 -0.581 0.027 -0.365 -0.374 0.765 -0.198 0.461



The following is a quantum chemistry calculation of a single C4H4ClN molecule at a distorted geometry, from the OMol25 dataset.

E_HOMO (hartree): -0.3668
Strongest force on any atom (eV/Å): 2.27
Molecular weight (g/mol): 101.54
2S+1: 1
ΔE to the lowest compared entry with this formula, charge and spin (eV): 0.789
SMILES string: C/C(C#N)=C\Cl
LUMO energy (eV): 0.27
E (Ha): -669.73253

Atoms and positions in Å:
C (0.596, -0.835, -0.808)
C (0.048, 0.157, 0.262)
C (0.871, 0.708, 1.294)
N (1.398, 1.182, 2.223)
C (-1.227, 0.614, 0.234)
Cl (-2.403, 0.021, -0.930)
H (-0.065, -0.902, -1.673)
H (1.557, -0.443, -1.172)
H (0.766, -1.843, -0.412)
H (-1.541, 1.341, 0.980)

Forces on the atoms, in the same order (eV/Å):
0.38 0.89 0.71
-1.19 -0.65 -1.76
0.79 0.79 1.97
-0.73 -0.90 -1.86
0.93 -0.70 -0.08
0.55 0.58 0.83
-0.06 0.07 0.32
-0.20 -0.20 0.18
-0.08 0.29 0.08
-0.39 -0.17 -0.39

Mulliken population analysis, charges in e, atoms 1 to 8: -1.091 0.485 0.147 -0.413 -0.312 -0.168 0.379 0.297